{
  "formula": "C48H52F5NOPPdS2Si",
  "method": "ωB97M-V/def2-TZVPD",
  "e_tot_ha": -4044.7044,
  "de_lowest_ev": 1.171,
  "total_charge": -1,
  "molar_mass_g_mol": 983.55,
  "homo_lumo_gap_ha": [0.2316, 0.2316],
  "elements": ["Pd", "S", "S", "P", "Si", "F", "F", "F", "F", "F", "O", "N", "C", "C", "C", "C", "C", "C", "C", "C", "C", "C", "C", "C", "C", "C", "C", "C", "C", "C", "C", "C", "C", "C", "C", "C", "C", "C", "C", "C", "C", "C", "C", "C", "C", "C", "C", "C", "C", "C", "C", "C", "C", "C", "C", "C", "C", "C", "C", "C", "H", "H", "H", "H", "H", "H", "H", "H", "H", "H", "H", "H", "H", "H", "H", "H", "H", "H", "H", "H", "H", "H", "H", "H", "H", "H", "H", "H", "H", "H", "H", "H", "H", "H", "H", "H", "H", "H", "H", "H", "H", "H", "H", "H", "H", "H", "H", "H", "H", "H", "H", "H"],
  "xyz": [[0.070, 0.434, 0.476], [-2.196, -0.220, -0.355], [1.035, 0.455, 2.671], [0.527, -2.994, -0.441], [0.653, 2.647, -0.180], [5.742, 0.833, 0.554], [2.712, 0.471, 5.025], [6.923, 0.904, 3.004], [3.130, 0.671, 0.316], [5.372, 0.695, 5.234], [-1.497, 0.818, -1.166], [0.391, -1.467, -0.585], [3.495, 3.075, -0.208], [-0.694, 3.679, 0.740], [-5.769, -1.204, -3.080], [-0.640, -5.414, -1.746], [-3.691, -0.542, -1.372], [1.124, 5.189, -3.462], [-0.907, -3.964, -1.340], [-2.481, 5.326, 2.153], [3.432, 0.567, 3.900], [-0.968, 3.456, 2.092], [-4.708, -1.373, -0.926], [5.595, 0.774, 2.895], [-4.625, 2.468, 1.473], [1.917, -3.278, 1.945], [2.142, -3.577, -1.323], [-4.124, 0.754, 3.085], [0.309, 4.632, -4.437], [-4.791, 1.919, 2.740], [-2.259, 5.537, 0.801], [-1.838, 4.277, 2.794], [4.702, 3.620, 0.201], [4.988, 0.749, 1.657], [4.745, 4.448, 1.316], [-4.754, -0.365, -3.517], [-3.305, 0.119, 2.159], [4.800, 0.677, 4.020], [-0.199, 2.813, -2.950], [-2.109, -3.967, -0.387], [1.896, -3.325, -2.817], [-0.342, 3.434, -4.182], [-1.373, 4.723, 0.105], [-5.749, -1.698, -1.781], [2.307, 3.343, 0.478], [3.261, -2.607, -0.923], [2.371, 4.170, 1.598], [3.615, 0.650, 1.550], [0.577, -3.726, 1.348], [2.607, -5.018, -1.117], [-0.537, -3.055, 2.164], [-3.808, 1.844, 0.549], [0.602, 3.369, -1.950], [-1.294, -3.143, -2.580], [3.577, 4.721, 2.012], [1.276, 4.557, -2.237], [-3.710, -0.039, -2.662], [-3.162, 0.667, 0.896], [2.763, 0.561, 2.666], [0.469, -5.245, 1.475], [-4.691, -1.752, 0.089], [1.242, -4.074, -3.263], [-2.901, 0.606, -2.981], [-4.764, 0.026, -4.527], [-6.546, -2.344, -1.435], [1.250, -5.755, 0.911], [3.470, 2.438, -1.087], [-4.239, 0.333, 4.076], [-1.146, -2.080, -2.382], [-0.966, 2.986, -4.947], [-5.131, 3.385, 1.203], [5.685, 4.883, 1.634], [2.757, -3.833, 1.528], [2.849, -3.358, -3.355], [4.071, -2.657, -1.659], [-5.430, 2.410, 3.463], [1.462, 4.404, 2.141], [3.691, -2.827, 0.052], [-3.020, -4.219, -0.940], [-1.475, -3.609, 2.114], [-0.241, -2.986, 3.214], [1.825, -5.746, -1.337], [-6.579, -1.470, -3.748], [2.859, -1.596, -0.920], [-2.347, -3.308, -2.836], [-2.774, -0.789, 2.424], [0.585, -5.514, 2.531], [-0.498, -5.624, 1.144], [-1.561, -5.842, -2.159], [0.186, 5.129, -5.392], [-2.250, -2.987, 0.062], [-0.717, 1.884, -2.747], [5.610, 3.402, -0.349], [1.457, -2.336, -2.954], [3.447, -5.211, -1.793], [1.911, -3.445, 3.027], [2.067, -2.213, 1.771], [-3.659, 2.261, -0.440], [3.601, 5.371, 2.879], [-3.162, 5.968, 2.701], [1.918, 5.004, -1.487], [-2.765, 6.348, 0.288], [0.130, -5.494, -2.514], [-1.992, -4.702, 0.408], [-2.018, 4.093, 3.847], [2.963, -5.188, -0.099], [-0.338, -6.029, -0.896], [1.638, 6.124, -3.653], [-0.696, -2.038, 1.807], [-1.197, 4.911, -0.947], [-0.694, -3.413, -3.448], [-0.473, 2.646, 2.613]],
  "forces_ev_per_angstrom": [[2.270, 0.730, -0.651], [-2.312, -0.709, 0.393], [-0.547, 0.266, -0.753], [0.179, -0.427, -0.412], [-0.673, 0.458, 1.705], [0.053, -0.065, -0.062], [0.036, 0.013, 0.169], [0.106, -0.030, 0.027], [-0.311, -0.839, -0.251], [0.022, -0.004, 0.079], [0.540, 0.386, -0.206], [-0.371, -0.475, 0.618], [0.031, 0.505, -0.220], [0.247, -0.002, -0.412], [-0.010, 0.075, -0.066], [-0.001, -0.003, -0.001], [0.317, -0.051, -0.275], [-0.026, 0.025, -0.027], [0.209, 0.124, 0.172], [-0.100, 0.026, -0.027], [-0.237, -0.001, -0.324], [0.004, 0.079, 0.068], [0.073, 0.007, 0.134], [-0.103, 0.017, -0.076], [0.019, 0.059, -0.069], [-0.027, 0.032, 0.004], [-0.213, 0.104, 0.093], [-0.088, 0.009, 0.063], [0.009, 0.025, -0.017], [0.044, -0.030, 0.039], [-0.040, 0.037, -0.021], [-0.035, -0.031, 0.032], [0.001, 0.062, -0.115], [0.095, 0.009, 0.184], [-0.049, 0.016, 0.048], [-0.063, -0.078, 0.059], [0.178, -0.088, -0.064], [0.066, -0.001, 0.085], [-0.004, -0.051, -0.052], [-0.009, -0.014, -0.098], [0.005, -0.038, 0.004], [-0.006, 0.032, -0.049], [0.017, -0.045, 0.060], [-0.012, -0.028, 0.049], [-0.249, -0.164, -0.145], [0.001, -0.024, -0.022], [-0.041, -0.047, -0.058], [-0.275, -0.080, 0.553], [0.024, 0.286, -0.306], [-0.002, 0.033, -0.050], [0.003, -0.069, 0.077], [0.050, 0.073, -0.015], [-0.082, -0.808, 0.030], [-0.046, 0.020, 0.049], [0.096, 0.034, 0.074], [0.013, 0.043, 0.127], [0.124, 0.061, 0.031], [0.073, 0.006, -0.118], [0.726, 0.044, -0.141], [0.052, -0.006, -0.041], [0.001, -0.053, -0.006], [0.056, 0.078, -0.026], [0.002, -0.036, -0.034], [-0.009, 0.001, 0.005], [0.010, 0.001, 0.002], [-0.100, -0.031, 0.111], [0.059, 0.145, 0.027], [0.015, 0.010, -0.008], [0.009, 0.032, -0.030], [-0.008, -0.010, 0.014], [0.010, 0.025, 0.036], [0.005, -0.013, 0.018], [-0.033, 0.012, 0.022], [0.016, -0.026, 0.021], [-0.002, -0.061, -0.004], [0.008, -0.001, -0.007], [0.052, -0.005, 0.028], [-0.029, 0.056, -0.005], [0.003, -0.023, -0.043], [0.052, 0.073, 0.013], [0.018, -0.032, 0.028], [0.174, 0.018, 0.032], [0.002, -0.002, 0.008], [0.030, 0.161, 0.073], [0.006, -0.060, 0.007], [0.022, 0.007, -0.019], [0.009, -0.025, 0.012], [0.080, -0.026, 0.088], [-0.004, -0.021, -0.003], [0.016, -0.010, -0.006], [-0.073, 0.104, 0.054], [0.061, 0.089, -0.105], [-0.029, -0.007, 0.021], [0.001, -0.008, -0.066], [0.022, -0.048, 0.010], [-0.028, -0.017, 0.007], [0.066, 0.068, 0.029], [-0.005, 0.011, 0.009], [0.007, -0.015, 0.009], [0.014, -0.007, -0.001], [0.000, 0.018, 0.008], [0.000, -0.014, -0.002], [-0.094, -0.043, 0.020], [-0.089, 0.087, -0.040], [0.005, -0.009, 0.002], [0.026, -0.014, -0.048], [-0.056, -0.016, -0.118], [0.021, -0.012, -0.002], [-0.047, 0.124, 0.004], [-0.011, 0.041, -0.004], [-0.038, 0.049, 0.002], [0.032, -0.056, -0.027]],
  "lowdin_charge": [0.361, 0.906, 0.662, 0.799, 0.756, 0.107, 0.062, 0.103, 0.036, 0.100, -0.588, -0.351, -0.135, -0.271, -0.096, -0.097, -0.340, -0.095, -0.578, -0.117, -0.255, -0.137, -0.084, -0.151, -0.075, -0.102, -0.596, -0.077, -0.107, -0.086, -0.102, -0.098, -0.096, -0.158, -0.096, -0.077, -0.078, -0.152, -0.091, -0.111, -0.111, -0.091, -0.091, -0.085, -0.286, -0.111, -0.079, -0.249, -0.587, -0.093, -0.121, -0.066, -0.263, -0.106, -0.088, -0.102, -0.071, -0.367, -0.521, -0.090, 0.113, 0.048, 0.102, 0.101, 0.101, 0.056, 0.114, 0.102, 0.045, 0.095, 0.106, 0.096, 0.055, 0.078, 0.078, 0.100, 0.093, 0.059, 0.081, 0.062, 0.080, 0.051, 0.097, 0.050, 0.077, 0.104, 0.086, 0.050, 0.085, 0.093, 0.039, 0.068, 0.103, 0.076, 0.083, 0.085, 0.051, 0.121, 0.096, 0.092, 0.102, 0.093, 0.054, 0.054, 0.100, 0.059, 0.057, 0.096, 0.014, 0.092, 0.061, 0.033]
}